ORCA calculation (ωB97M-V/def2-TZVPD) on a molecular structure, C21H30N2SiV.

```
55
Properties=species:S:1:pos:R:3:forces:R:3:lowdin_charge:R:1
C 0.993038 2.300350 1.978824 -0.833 0.888 -0.151 -0.1933
C 0.018495 2.519704 0.944936 -0.064 0.192 1.004 -0.1835
C -1.282067 2.270303 1.508946 0.420 0.556 0.455 -0.1820
H 0.220681 2.894627 -0.050156 -0.096 -0.193 0.081 0.1025
C -1.106656 1.903939 2.883649 0.473 1.201 -0.404 -0.1865
C 0.296274 1.933648 3.178034 -0.325 0.752 -0.116 -0.1962
H 0.737363 1.855026 4.175241 -0.170 -0.084 -0.501 0.1049
H 2.058654 2.517385 1.893739 -0.318 -0.271 -0.016 0.1106
H -2.228791 2.429850 1.007666 0.193 -0.139 0.036 0.0958
H -1.914413 1.791067 3.613268 0.373 -0.228 -0.335 0.1137
V -0.081523 0.387230 1.586843 -0.107 1.015 -0.819 0.4299
C -1.568988 -3.135902 -3.469449 -0.031 -0.905 -0.600 -0.0542
H -2.307027 -3.188205 -2.667372 0.258 0.253 0.009 0.0144
H -1.896369 -2.451572 -4.256438 0.094 0.036 0.257 0.0215
H -0.567580 -2.889680 -3.117966 -0.285 0.234 0.124 -0.0207
Si -0.288707 -0.525023 -0.812701 -0.357 0.448 2.561 0.6290
C 1.453769 -0.448363 -1.468751 -0.332 -0.494 -0.519 -0.3774
C 2.227648 0.729416 -1.475069 0.121 -0.513 -0.326 -0.1090
H 1.847191 1.645718 -1.009391 0.113 -0.393 -0.220 0.0888
C 3.469989 0.722877 -2.112430 -0.085 -0.032 0.119 -0.0962
H 4.056806 1.641184 -2.142078 -0.046 -0.237 -0.021 0.0989
C 3.948954 -0.442216 -2.720184 -0.310 -0.234 0.043 -0.1012
H 4.910504 -0.438387 -3.230750 -0.200 0.020 0.097 0.0952
C 3.188108 -1.620461 -2.677412 0.170 0.137 0.209 -0.0937
H 3.549006 -2.527836 -3.155263 0.079 0.144 0.054 0.0964
C 1.952551 -1.633982 -2.028491 0.631 0.473 -0.224 -0.1311
H 1.344763 -2.543901 -1.968982 0.314 0.322 -0.188 0.0783
C -1.416903 0.603546 -1.762086 -0.095 -0.223 -0.506 -0.3499
C -0.980567 1.152517 -2.978024 -0.556 0.196 0.277 -0.1042
H -0.000710 0.864725 -3.374926 -0.405 0.166 0.059 0.0991
C -1.798807 2.055146 -3.656845 -0.100 0.064 0.059 -0.0963
H -1.453222 2.472747 -4.600198 -0.159 0.011 0.112 0.0963
C -3.046085 2.415280 -3.132611 0.303 -0.182 0.089 -0.1022
H -3.679540 3.118453 -3.667615 0.110 -0.089 0.093 0.0936
C -3.478005 1.865539 -1.920055 0.066 -0.175 0.012 -0.1018
H -4.444122 2.143914 -1.500394 0.136 -0.012 -0.172 0.0967
C -2.675937 0.952144 -1.235845 0.188 0.165 -0.664 -0.1412
H -3.020573 0.496862 -0.298293 0.180 0.256 -0.353 0.0913
H -0.847762 -1.919671 -0.741697 0.255 -0.111 -0.685 -0.0565
H -1.502196 -4.144504 -3.916066 -0.084 0.359 0.103 0.0173
N 1.695526 -0.545434 2.022871 1.486 -1.222 0.113 -0.0703
C 1.502745 -1.647445 3.022643 0.771 0.540 -0.522 -0.2046
C 0.644654 -1.149229 4.174625 0.234 -0.297 0.812 -0.2009
C -0.854961 -1.274924 3.991140 -0.823 0.138 -0.470 -0.2085
N -1.313417 -0.873021 2.617350 -1.068 -2.134 0.457 -0.0848
H 2.142260 -0.892454 1.164961 -0.299 -0.101 0.271 0.0906
H 2.392132 0.113237 2.393776 -0.516 -0.234 -0.010 0.1073
H 1.069718 -2.515863 2.508594 -0.016 0.240 0.115 0.1256
H 2.496925 -1.938065 3.389140 -0.294 -0.181 0.089 0.1150
H 0.906266 -1.759559 5.043405 -0.074 -0.027 0.085 0.1142
H 0.906837 -0.121093 4.463784 0.046 -0.444 -0.364 0.0889
H -1.187251 -2.306259 4.149348 0.147 0.080 0.227 0.1149
H -1.394017 -0.635021 4.702707 0.283 -0.204 -0.048 0.1184
H -2.264213 -0.493864 2.671299 0.470 -0.054 0.007 0.1034
H -1.430448 -1.734507 2.060735 0.135 0.527 0.206 0.0936
```
Forces are in eV/Å.

HOMO level (spin up / spin down) (eV): -6.13 / -5.94
Charge: 0
Kohn-Sham gap (spin up / spin down) (eV): 6.4 / 6.1
2S+1: 4
ΔE to the lowest compared entry with this formula, charge and spin (kcal per mole): 0.0

---

ORCA calculation (ωB97M-V/def2-TZVPD) on C21H30N4O3S in the gas phase.

```
59
Properties=species:S:1:pos:R:3:forces:R:3:lowdin_charge:R:1
C 2.321045 -3.391692 -2.444702 0.082 -0.014 -0.221 -0.0903
H 1.483744 -3.925278 -1.999466 -0.073 -0.053 0.094 0.0725
H 3.135385 -4.094994 -2.605094 0.080 -0.108 0.063 0.0678
H 2.646883 -2.622931 -1.746937 0.052 0.010 0.096 0.0578
C 1.894173 -2.748228 -3.766656 0.006 -0.050 0.224 -0.2078
C 0.874576 -1.680652 -3.496442 0.025 -0.046 -0.214 -0.2522
C 1.286445 -0.410200 -3.112519 -0.184 -0.029 -0.080 -0.0402
C 0.365682 0.550913 -2.754145 -0.136 -0.029 -0.117 -0.0290
C -0.995802 0.259507 -2.779441 0.103 -0.240 -0.154 -0.2243
C -1.423121 -0.994246 -3.195110 -0.237 0.025 0.053 -0.0077
C -0.486119 -1.950907 -3.541641 0.214 0.101 0.017 -0.0316
H -0.824608 -2.931378 -3.845315 -0.034 -0.113 -0.046 0.1151
H -2.476254 -1.218430 -3.220583 -0.049 0.002 -0.011 0.1022
N -1.872344 1.251666 -2.310672 0.421 0.290 -0.128 0.1415
C -3.200726 1.152425 -2.037308 -0.226 0.693 0.122 -0.4814
O -3.943944 0.299325 -2.460031 -0.149 -0.280 -0.023 0.0829
C -3.671304 2.243565 -1.070642 0.014 -0.326 -0.011 -0.0675
H -3.118028 3.168979 -1.234823 0.009 0.033 0.012 0.1025
H -4.731176 2.432006 -1.236462 0.060 0.017 -0.054 0.1213
C -3.480840 1.731029 0.372504 -0.382 0.255 -0.150 -0.1049
N -2.224714 1.048995 0.541752 0.957 0.176 0.473 -0.1132
C -0.976123 1.563533 0.619982 -0.013 0.062 0.121 -0.2592
C -0.111703 0.481898 0.545411 0.400 0.178 -0.124 -0.1820
C -0.940006 -0.653636 0.392371 0.028 0.185 0.073 -0.3169
N -2.202948 -0.280555 0.397858 -0.265 -0.797 -0.163 0.1642
C -0.530423 -2.067816 0.216969 -0.105 -0.095 -0.038 -0.0088
H 0.444725 -2.098293 -0.260636 -0.028 -0.150 -0.053 0.0563
H -0.472340 -2.579694 1.177522 0.040 -0.062 0.073 0.0798
H -1.266293 -2.577101 -0.399030 -0.014 -0.082 -0.038 0.0863
S 1.655819 0.549207 0.511685 0.107 0.112 0.194 0.6771
O 2.146469 -0.596136 -0.196743 -0.174 -0.067 0.269 -0.2830
O 2.022855 1.857738 0.039990 -0.105 0.007 0.184 -0.2911
N 2.229920 0.423199 2.059957 -0.107 0.099 -1.079 -0.2360
C 2.092763 1.552315 2.945027 -0.324 0.630 0.157 -0.1876
C 0.856060 1.445858 3.840341 0.270 -0.082 0.137 -0.1732
C 0.880034 0.117254 4.592525 -0.281 0.005 -0.180 -0.1948
C 0.939996 -1.029375 3.585845 0.256 0.075 0.145 -0.1714
C 2.174261 -0.870304 2.695599 -0.255 -0.685 0.059 -0.1870
H 2.190699 -1.610232 1.895500 0.117 -0.144 0.203 0.1108
H 3.080214 -0.988639 3.302132 -0.017 -0.008 -0.082 0.1322
H 0.987929 -1.989670 4.101198 -0.032 -0.057 -0.041 0.1157
H 0.037969 -1.014391 2.971298 -0.046 -0.064 -0.014 0.0981
H -0.008346 0.022556 5.219996 0.064 -0.005 0.066 0.1112
H 1.758306 0.080966 5.241149 0.038 -0.008 0.106 0.1140
H 0.841823 2.283684 4.539246 -0.033 0.061 -0.025 0.1145
H -0.046536 1.490785 3.228385 -0.057 0.061 -0.006 0.0960
H 2.060230 2.440744 2.314358 0.105 0.103 0.213 0.1089
H 2.991513 1.602762 3.571403 -0.018 0.019 -0.083 0.1323
C -0.686560 3.011010 0.778324 -0.001 0.065 0.005 0.0025
H -0.853443 3.331593 1.807763 -0.023 0.046 0.052 0.0911
H -1.319857 3.618766 0.134892 -0.040 0.099 -0.042 0.0767
H 0.356441 3.181921 0.522331 -0.086 0.127 0.012 0.0690
H -4.249815 0.987058 0.588483 0.107 0.128 0.055 0.1334
H -3.555704 2.556186 1.085484 -0.014 -0.122 -0.029 0.1266
H -1.383108 2.061563 -1.953999 -0.261 -0.120 0.008 0.1309
H 0.707796 1.521674 -2.422767 0.028 0.135 0.049 0.1117
H 2.338620 -0.177017 -3.065666 0.156 0.017 0.028 0.1218
H 1.480915 -3.510347 -4.430749 0.048 0.051 -0.066 0.1073
H 2.768894 -2.308540 -4.249699 -0.019 -0.033 -0.085 0.1092
```
Forces are in eV/Å.

HOMO level (eV): -8.00
Charge: 0
SMILES: CCc1ccc(NC(=O)CCn2nc(C)c(S(=O)(=O)N3CCCCC3)c2C)cc1
Kohn-Sham gap (eV): 8.5
ΔE to the lowest compared entry with this formula, charge and spin (kcal per mole): 20.4

---

ORCA calculation (ωB97M-V/def2-TZVPD) on a molecular structure, C21H30N4O5S.

```
61
Properties=species:S:1:pos:R:3:forces:R:3:lowdin_charge:R:1
C -5.726827 -2.248270 0.734638 -0.172 -0.581 -0.091 -0.0202
C -5.654075 -3.317991 -0.369214 -0.739 0.712 0.105 -0.4094
O -6.970279 -3.561490 -0.877481 -0.073 -0.540 0.342 -0.0432
C -4.860500 -2.918589 -1.593487 0.523 -0.432 -0.430 -0.0821
C -3.473289 -2.421273 -1.292785 0.233 0.179 1.469 -0.3051
C -2.410925 -3.519322 -1.250040 0.203 -0.459 -0.848 -0.1139
O -1.196261 -2.870354 -1.732785 0.084 0.059 -0.172 -0.2008
S -1.761858 -2.047138 -2.966156 -0.879 0.272 -2.153 0.5912
O -2.377476 -2.862547 -3.942497 -0.433 -1.733 -0.052 -0.2041
O -0.842908 -1.154439 -3.574248 0.722 0.897 1.773 -0.2063
O -2.968151 -1.391628 -2.172505 0.512 0.350 -0.159 -0.1314
H -5.490676 -2.695350 1.689720 0.290 0.085 0.361 0.0780
H -6.749643 -1.909071 0.807533 -0.285 0.204 -0.093 0.0816
H -5.104780 -1.386223 0.555318 0.214 0.260 0.041 0.0701
H -5.273250 -4.248832 0.045631 0.262 -0.164 0.047 0.1403
H -7.458930 -4.028574 -0.180883 0.058 0.211 -0.386 0.1021
H -5.402192 -2.200451 -2.191795 -0.241 0.375 0.057 0.1460
H -4.752192 -3.807922 -2.202537 -0.189 -0.155 -0.408 0.1292
H -3.426083 -1.954918 -0.316382 -0.179 0.286 0.144 0.1390
H -2.600068 -4.309946 -1.965026 -0.325 -0.212 -0.111 0.1251
H -2.264279 -3.978433 -0.287747 0.347 0.291 0.463 0.1400
N 0.340402 0.561809 -1.501772 0.078 0.088 0.319 0.0318
C 0.511826 -0.259035 -0.423369 0.019 0.061 -0.092 -0.1195
C 0.753577 0.523065 0.675879 -0.025 -0.065 0.079 -0.1071
C 0.722508 1.875336 0.240684 -0.074 0.102 -0.029 -0.1337
C 0.465219 1.860033 -1.105434 0.015 0.043 -0.173 -0.1298
H 0.145500 0.235672 -2.431605 -0.072 -0.006 -0.120 0.1045
H 0.451163 -1.325840 -0.528090 0.061 -0.019 0.024 0.0776
H 0.932595 0.165049 1.676781 -0.017 -0.012 0.009 0.0968
H 0.869298 2.756172 0.845736 -0.071 0.006 0.032 0.0859
H 0.359292 2.663446 -1.815071 -0.013 -0.016 -0.040 0.1005
N 1.424283 5.423165 -1.124512 0.007 -0.019 0.040 0.0055
C 2.278710 5.463039 -2.191796 -0.044 -0.026 -0.001 -0.1426
C 2.883636 6.690604 -2.197413 0.017 0.008 -0.010 -0.1112
C 2.377055 7.417952 -1.086529 0.014 0.015 0.008 -0.1120
C 1.480294 6.608523 -0.443290 -0.033 -0.028 0.001 -0.1459
H 0.845066 4.642623 -0.876963 0.008 -0.008 0.032 0.1082
H 2.382561 4.618886 -2.851221 0.020 -0.007 -0.011 0.1034
H 3.610139 7.029614 -2.915952 0.015 0.005 -0.006 0.0890
H 2.641972 8.419500 -0.793600 0.010 0.013 0.006 0.0890
H 0.880640 6.772569 0.435142 -0.008 0.018 0.008 0.1049
N 2.190603 -4.299449 0.282878 -0.016 -0.034 0.008 0.0128
C 3.038277 -4.529226 1.330685 0.004 0.018 -0.035 -0.1361
C 2.435487 -4.064612 2.468558 0.014 -0.007 0.020 -0.1076
C 1.171848 -3.535559 2.091898 -0.031 0.004 0.007 -0.1057
C 1.050232 -3.697277 0.737533 -0.002 -0.037 0.013 -0.1506
H 2.377926 -4.534541 -0.674057 0.004 0.006 -0.008 0.1462
H 3.993447 -5.000071 1.177605 0.023 0.005 0.014 0.1067
H 2.853146 -4.099176 3.460132 0.005 0.000 0.015 0.0904
H 0.438121 -3.087478 2.740829 -0.005 0.011 0.012 0.0906
H 0.256249 -3.435313 0.061933 0.018 -0.006 -0.011 0.0744
N 3.374111 2.221333 2.020325 0.001 -0.030 0.000 0.0110
C 4.143494 1.535196 2.916396 -0.007 -0.002 -0.022 -0.1418
C 4.836145 2.450667 3.664819 0.006 -0.013 0.018 -0.1176
C 4.466402 3.741254 3.200037 -0.005 0.023 0.014 -0.1147
C 3.562514 3.564745 2.185494 -0.034 -0.022 -0.031 -0.1414
H 2.761135 1.802903 1.339103 0.121 0.005 0.021 0.0892
H 4.132409 0.459088 2.945241 0.015 -0.013 0.002 0.1035
H 5.529740 2.221310 4.456066 0.008 -0.001 0.012 0.0858
H 4.823283 4.688774 3.566633 0.005 0.013 0.003 0.0870
H 3.042168 4.278880 1.568788 0.038 0.025 -0.025 0.0964
```
Forces are in eV/Å.

HOMO level (eV): -7.90
Charge: 0
Kohn-Sham gap (eV): 8.1
ΔE to the lowest compared entry with this formula, charge and spin (kcal per mole): 117.1

---

ORCA calculation (ωB97M-V/def2-TZVPD) on a molecular structure, C21H30NOPtS3Si.

```
58
Properties=species:S:1:pos:R:3:forces:R:3:lowdin_charge:R:1
Pt -0.426103 0.160938 0.218119 -0.124 3.644 1.255 0.7165
C -1.874503 -4.118162 0.253819 0.335 0.723 -0.619 -0.1222
Si -2.031403 -2.482962 -0.701181 -2.838 -0.324 0.405 0.5231
C -2.917103 -2.506062 -2.396081 0.832 -0.166 0.815 -0.1253
C -2.947303 -1.187162 0.380419 0.344 -1.086 -0.539 -0.2087
N -0.451303 -1.681562 -0.865681 2.964 -0.656 -0.254 -0.0646
C 0.609497 -2.179562 -1.486681 -2.566 0.890 1.013 -0.2032
C 0.542697 -3.381562 -2.242281 0.916 -1.535 -1.196 0.0411
C 1.668397 -3.955662 -2.777481 -2.545 -0.276 0.088 0.0369
C 2.930697 -3.391362 -2.565481 0.745 1.443 0.816 0.0898
C 3.041297 -2.184762 -1.892981 0.549 -0.368 -0.156 0.0494
C 1.903397 -1.533862 -1.429581 1.594 2.239 1.248 -0.0938
O 1.912797 -0.325162 -0.822981 -0.685 -2.819 -1.799 0.0060
C 2.945097 0.559038 -0.923681 1.783 1.656 0.202 -0.2365
C 3.793797 0.688738 -2.033581 -0.574 -0.371 0.262 0.0052
C 4.818797 1.613938 -1.992181 0.034 0.246 0.213 -0.0127
C 5.003597 2.423438 -0.872781 -0.297 -0.144 0.084 -0.0010
C 4.127997 2.320938 0.212419 0.336 0.110 -0.248 -0.0278
C 3.095497 1.413138 0.179119 -0.264 -0.690 -0.260 -0.0073
H -2.868803 -4.464662 0.524019 -0.196 0.049 -0.030 0.0569
H -1.299203 -4.007162 1.169919 0.049 0.107 0.113 0.0447
H -1.403703 -4.897362 -0.336981 0.042 -0.176 -0.110 0.0369
H -3.963503 -2.739362 -2.219681 -0.161 -0.034 0.067 0.0544
H -2.519503 -3.260062 -3.066881 0.000 -0.162 -0.156 0.0336
H -2.858003 -1.545262 -2.901081 0.001 0.156 0.020 0.0440
H -3.954403 -1.549162 0.546719 -0.391 -0.111 0.039 0.0608
H -3.039603 -0.239762 -0.146581 0.002 0.134 -0.072 0.0082
H -2.489903 -1.063662 1.361019 -0.012 0.031 0.056 0.0020
H -0.419403 -3.844262 -2.385381 -0.092 -0.116 -0.013 0.1067
H 1.579497 -4.870462 -3.343881 -0.023 -0.099 -0.027 0.1472
H 3.815897 -3.896162 -2.919881 0.171 -0.056 0.003 0.1546
H 4.021997 -1.774562 -1.700081 -0.049 0.126 -0.056 0.1444
H 3.636297 0.096138 -2.922781 0.026 0.019 -0.074 0.1298
H 5.478197 1.708438 -2.841881 0.014 0.029 -0.064 0.1331
H 5.811697 3.138238 -0.845281 0.081 0.017 -0.013 0.1309
H 4.283797 2.926138 1.093519 -0.001 0.095 0.005 0.1258
H 2.434497 1.269738 1.021919 -0.004 0.004 0.129 0.0849
C -2.813403 1.283838 3.343219 0.037 0.584 -0.099 -0.4712
C -1.439703 0.827938 3.805519 -0.542 -0.478 -0.371 -0.4428
S -0.045303 0.801438 2.621919 -0.219 0.070 -1.433 0.9214
C 0.456097 2.576238 2.602619 0.196 -0.071 -0.237 -0.4438
C 0.139597 3.419138 1.369719 0.213 0.153 0.059 -0.4403
S -0.494903 2.587438 -0.147281 -0.134 -1.738 1.210 0.9476
C -2.228403 3.190338 -0.149981 -0.143 -0.538 -0.155 -0.4336
C -3.190803 2.570738 0.847019 -0.073 0.091 0.507 -0.4800
S -2.864903 2.960238 2.608919 -0.025 -0.332 -0.124 0.9430
H -3.441703 1.328938 4.238019 -0.002 -0.112 -0.131 0.1004
H -3.266203 0.587838 2.640919 -0.012 -0.043 0.090 0.0617
H -1.515703 -0.204062 4.154819 0.155 0.020 0.098 0.0983
H -1.084203 1.448238 4.630519 0.253 -0.051 -0.059 0.1057
H 1.531597 2.541038 2.786619 -0.055 -0.007 -0.079 0.0828
H -0.004303 3.028038 3.479719 -0.048 -0.072 -0.029 0.0885
H 1.038997 3.946138 1.043319 -0.039 -0.087 -0.066 0.0948
H -0.617403 4.163538 1.610419 0.070 -0.075 -0.023 0.0647
H -2.588503 2.980238 -1.159781 0.106 0.123 -0.038 0.0999
H -2.164303 4.272138 -0.022781 0.232 0.048 -0.107 0.1092
H -3.209903 1.488938 0.742919 -0.091 0.088 -0.034 0.0287
H -4.188303 2.962538 0.625619 0.124 -0.099 -0.123 0.1015
```
Forces are in eV/Å.

HOMO level (spin up / spin down) (eV): -17.07 / -17.07
Charge: +3
Kohn-Sham gap (spin up / spin down) (eV): 4.0 / 4.0

---

DFT total energy / eV: -58808.12634; -45202.93857; -49294.34535; -69402.24107